Record 1
The following is a quantum chemistry calculation of C37H91Cu2N6O15 as an isolated structure at a distorted geometry, from the Open Molecules 2025 dataset.

Structure (XYZ):
```
151
Properties=species:S:1:pos:R:3
Cu -1.991 0.847 1.989
Cu 2.187 2.654 0.719
O 0.809 -0.029 -0.997
C -0.131 0.342 -0.094
O -1.229 -0.247 -0.078
O 0.094 1.284 0.712
H 0.395 -0.826 -1.379
C 1.232 -7.301 -6.252
O 1.154 -5.887 -6.288
C -0.191 -5.461 -6.020
C -0.150 -3.947 -5.977
N 0.558 -3.502 -4.772
C 0.870 -2.084 -4.799
C 1.711 -1.686 -3.608
O 2.946 -2.379 -3.742
C 3.998 -1.723 -3.087
H 2.244 -7.519 -6.594
H 0.475 -7.872 -6.793
H 1.185 -7.645 -5.209
H -0.559 -5.858 -5.072
H -0.816 -5.744 -6.869
H -1.172 -3.574 -5.835
H 0.310 -3.492 -6.862
H 1.410 -4.059 -4.754
H -0.057 -1.501 -4.765
H 1.415 -1.770 -5.699
H 1.211 -2.001 -2.686
H 1.745 -0.590 -3.630
H 4.165 -0.713 -3.478
H 4.930 -2.260 -3.277
H 3.883 -1.711 -1.996
C 6.933 0.140 4.825
O 5.938 -0.406 3.994
C 4.661 0.062 4.356
C 3.680 -0.666 3.461
N 2.320 -0.125 3.566
C 1.403 -0.905 2.721
C 1.024 -2.251 3.348
O 0.672 -2.090 4.710
C 0.423 -3.361 5.293
H 7.928 -0.145 4.479
H 6.811 -0.178 5.863
H 6.984 1.236 4.790
H 4.581 1.156 4.296
H 4.383 -0.214 5.383
H 3.653 -1.729 3.690
H 4.013 -0.512 2.423
H 2.324 0.817 3.189
H 1.870 -1.060 1.742
H 0.477 -0.344 2.621
H 1.844 -2.973 3.256
H 0.171 -2.692 2.818
H -0.467 -3.824 4.862
H 0.200 -3.153 6.340
H 1.291 -4.022 5.286
C 1.454 -3.594 0.112
O 0.224 -3.150 -0.452
C -0.728 -4.195 -0.515
C -1.660 -3.886 -1.671
N -2.569 -2.779 -1.409
C -3.465 -2.543 -2.545
C -4.178 -1.208 -2.410
O -4.654 -0.807 -3.677
C -5.042 0.564 -3.676
H 1.990 -4.226 -0.602
H 1.259 -4.171 1.018
H 2.109 -2.751 0.321
H -1.229 -4.248 0.463
H -0.280 -5.188 -0.640
H -2.271 -4.732 -1.993
H -0.998 -3.629 -2.508
H -2.059 -1.943 -1.146
H -4.148 -3.390 -2.624
H -2.872 -2.509 -3.471
H -3.466 -0.477 -2.008
H -5.042 -1.348 -1.747
H -4.130 1.153 -3.566
H -5.736 0.742 -2.848
H -5.557 0.779 -4.607
C -3.978 5.581 5.208
O -2.652 5.267 4.816
C -2.201 6.213 3.867
C -0.909 5.775 3.181
N -1.185 4.852 2.080
C 0.019 4.436 1.350
C 0.985 5.531 0.928
O 2.189 4.938 0.461
C 3.386 5.660 0.749
H -4.087 6.536 5.731
H -4.356 4.779 5.836
H -4.610 5.664 4.317
H -1.974 7.143 4.402
H -2.919 6.495 3.090
H -0.297 5.228 3.913
H -0.457 6.711 2.860
H -1.605 4.034 2.502
H -0.301 3.939 0.434
H 0.558 3.775 2.055
H 1.245 6.233 1.725
H 0.522 6.140 0.143
H 3.204 6.722 0.580
H 4.055 5.368 -0.065
H 3.840 5.411 1.706
C -3.204 2.484 -0.671
O -3.500 2.101 0.666
C -4.673 1.279 0.733
C -4.840 0.781 2.149
N -3.957 -0.321 2.580
C -4.045 -1.526 1.724
C -3.571 -2.728 2.519
O -4.529 -2.905 3.557
C -4.225 -4.027 4.381
H -2.920 1.629 -1.283
H -2.360 3.169 -0.634
H -4.103 2.939 -1.093
H -4.610 0.415 0.064
H -5.522 1.883 0.406
H -5.869 0.404 2.198
H -4.756 1.663 2.786
H -4.292 -0.624 3.489
H -3.402 -1.461 0.844
H -5.055 -1.712 1.347
H -2.610 -2.508 2.997
H -3.479 -3.607 1.876
H -4.812 -3.959 5.291
H -3.170 -4.002 4.676
H -4.402 -4.937 3.806
C 5.356 2.357 0.741
O 4.160 1.686 0.361
C 4.238 1.068 -0.916
C 3.686 2.001 -1.969
N 2.311 2.440 -1.685
C 1.824 3.566 -2.506
C 0.384 3.274 -2.803
O 0.305 2.088 -3.572
C -1.024 1.626 -3.680
H 6.240 1.725 0.643
H 5.258 2.680 1.776
H 5.498 3.241 0.111
H 3.560 0.205 -0.874
H 5.205 0.588 -1.076
H 3.719 1.453 -2.921
H 4.313 2.880 -2.138
H 1.741 1.609 -1.814
H 2.342 3.526 -3.471
H 2.025 4.502 -1.992
H -0.063 4.099 -3.373
H -0.202 3.113 -1.885
H -1.721 2.423 -3.955
H -1.359 1.159 -2.746
H -1.067 0.858 -4.452
```

Values from the calculation:
* total charge: +1
* calculated total energy: -6202.02344 hartree
* maximum force: 1.7 eV/A

Record 2
The following is a quantum chemistry calculation of a 7-piece molecular cluster, C10H32BrO6 overall at a distorted geometry, from the Open Molecules 2025 dataset.

Structure (XYZ):
```
49
Properties=species:S:1:pos:R:3
Br 0.154 -0.777 0.749
C -2.999 0.938 -0.944
C -2.144 2.199 -0.785
C -2.958 3.493 -0.946
O -1.586 2.108 0.508
H -3.365 0.872 -1.968
H -3.866 0.949 -0.283
H -2.512 -0.002 -0.686
H -1.336 2.274 -1.512
H -2.313 4.362 -1.070
H -3.584 3.754 -0.092
H -3.497 3.455 -1.893
H -1.271 1.203 0.551
C 0.987 1.489 -3.012
C 1.509 0.008 -3.152
C 2.809 -0.186 -2.324
O 0.579 -0.944 -2.767
H 1.773 2.136 -3.402
H 0.876 1.676 -1.944
H 0.084 1.718 -3.578
H 1.663 -0.233 -4.204
H 3.043 -1.242 -2.188
H 2.830 0.229 -1.316
H 3.631 0.288 -2.860
H 0.467 -0.859 -1.818
C 0.877 -3.788 3.638
O -0.181 -3.561 2.723
H 0.655 -4.578 4.355
H 1.780 -4.087 3.105
H 1.089 -2.870 4.186
H 0.056 -2.844 2.131
C -0.199 0.150 4.790
O -0.406 0.961 3.609
H -0.781 -0.772 4.791
H 0.865 -0.076 4.727
H -0.420 0.720 5.692
H -0.224 0.374 2.872
C -0.938 -4.137 -1.890
O -1.015 -3.780 -0.547
H 0.021 -3.871 -2.335
H -1.153 -5.196 -2.034
H -1.669 -3.567 -2.464
H -0.702 -2.876 -0.467
C 2.504 2.682 0.619
O 1.249 2.318 1.147
H 3.363 2.252 1.133
H 2.544 2.475 -0.451
H 2.666 3.759 0.666
H 1.043 1.404 0.939
```

Values from the calculation:
* total charge: -1
* calculated total energy: -3425.69345 hartree
* maximum force: 1.6 eV/A

Record 3
The following is a quantum chemistry calculation of C3H4N2O3 as an isolated structure at a distorted geometry, from the Open Molecules 2025 dataset.

Structure (XYZ):
```
12
Properties=species:S:1:pos:R:3
C -0.171 -0.907 0.130
C -1.543 0.643 -0.338
C -0.250 0.595 -0.001
H 2.270 0.636 -0.125
H 1.462 -2.343 0.176
H -2.300 1.350 -0.395
H 0.201 2.354 0.879
N 1.162 -1.371 0.189
N -1.282 -1.492 0.005
O 2.012 -0.474 -0.490
O -2.244 -0.507 -0.126
O 0.683 1.515 0.095
```

Values from the calculation:
* total charge: 0
* calculated total energy: -451.69699 hartree
* maximum force: 7.2 eV/A

Record 4
The following is a quantum chemistry calculation of C5H11N3O in the gas phase at a distorted geometry, from the Open Molecules 2025 dataset.

Structure (XYZ):
```
20
Properties=species:S:1:pos:R:3
N 2.998 0.841 -0.160
C 2.279 -0.270 -0.938
C 1.305 -0.953 -0.079
C 0.639 -0.567 1.219
N -0.181 -0.575 -0.164
N -0.559 0.760 -0.317
C -1.772 1.216 -0.127
C -2.972 0.306 -0.042
O -2.882 -0.963 -0.594
H 3.610 0.583 0.625
H 2.164 1.413 0.386
H 3.146 -0.861 -1.226
H 1.760 0.067 -1.799
H 1.176 -1.926 -0.340
H 0.154 -1.452 1.867
H 0.701 0.507 1.523
H -2.246 2.313 -0.030
H -3.559 0.151 1.019
H -3.752 0.882 -0.453
H -2.007 -1.474 -0.369
```

Values from the calculation:
* total charge: 0
* calculated total energy: -436.40702 hartree
* maximum force: 4.6 eV/A
* structure (SMILES): NC[C@H]1CN1/N=C\CO

ΔE to the lowest compared entry with this formula, charge and spin values (in kJ/mol) by entry order: 14.18, 110.64, 742.37, 630.16.